This record from the OMol25 dataset describes 6 unconnected molecules or ions with the total composition C5H22O5 at a distorted geometry. The level of theory is ωB97M-V with the def2-TZVPD basis set.

The structure (SMILES) is CCCCC.O.O.O.O.O. For the gap between HOMO and LUMO, the calculation gives 10.43 eV. The calculation puts the energy above the lowest of the compared OMol25 structures with the same formula, charge and spin at 12.79 kcal/mol.

```
! RIJCOSX wB97M-V def2-TZVPD def2/J DEFGRID3
* xyz 0 1
C 1.286 -0.500 0.775
C 0.063 -0.756 -0.069
C -1.154 -1.396 0.501
C -1.829 -2.280 -0.621
C -1.007 -2.906 -1.739
H 2.257 -0.783 0.350
H 1.348 -1.081 1.675
H 1.417 0.502 1.212
H 0.455 -1.434 -0.807
H -0.070 0.061 -0.726
H -1.037 -2.079 1.396
H -1.834 -0.514 0.676
H -2.282 -3.052 -0.062
H -2.702 -1.756 -1.058
H -1.139 -3.927 -1.317
H -1.472 -2.848 -2.770
H -0.003 -2.585 -1.998
O 1.807 2.916 -0.145
H 1.454 3.636 0.381
H 1.070 2.816 -0.724
O 2.851 -1.465 -1.255
H 2.432 -1.314 -2.159
H 3.355 -0.649 -1.167
O 1.022 3.187 3.053
H 0.076 2.874 3.261
H 1.233 2.448 2.524
O -1.276 1.450 2.530
H -1.273 0.495 2.821
H -1.687 1.555 1.618
O -0.756 3.162 -1.981
H -1.411 2.704 -1.471
H -1.195 3.519 -2.704
*
```